Record 1
75
Properties=species:S:1:pos:R:3:mulliken_spin:R:1 method="wB97M-V/def2-TZVPD" e_homo_ev="-14.833 / -15.406" e_above_lowest_kj_mol=115.2 charge=+2 spin_multiplicity=6 s_squared=8.80
Ru 0.1043 -1.6560 1.5263 3.209
C 3.8072 1.3485 -1.2522 0.009
N 2.6462 1.0446 -0.4254 0.004
C 2.1207 -0.1372 -0.1578 0.017
N 1.1218 0.0309 0.7078 0.013
C 1.0928 1.3780 0.9317 0.006
N 1.9977 2.0218 0.2517 0.002
C 3.4615 1.5826 -2.7054 -0.022
C 4.4981 1.6303 -3.6515 0.114
C 4.2470 1.8773 -4.9951 -0.029
C 2.9521 2.0770 -5.4303 0.081
C 1.9075 2.0221 -4.4909 0.010
C 2.1708 1.7794 -3.1267 0.064
C 0.5733 2.2060 -4.9181 0.158
N 0.1152 2.4810 -6.1507 0.134
N -1.1926 2.5598 -6.0777 0.135
C -1.5401 2.3384 -4.7993 0.152
O -0.4471 2.1108 -4.0440 -0.047
C -2.8300 2.3030 -4.2243 0.019
C -3.9642 2.5457 -5.0230 0.077
C -5.2112 2.4805 -4.4394 -0.029
C -5.3337 2.1687 -3.0876 0.116
C -4.2106 1.9322 -2.2861 -0.016
C -4.3646 1.6003 -0.8187 0.003
N -3.4242 0.5662 -0.4063 0.000
C -2.4045 0.6258 0.4475 0.005
N -1.8096 -0.5573 0.4990 0.134
C -2.5402 -1.3237 -0.3667 0.003
N -3.5207 -0.6716 -0.9322 0.008
C -2.9635 2.0023 -2.8567 0.060
H 4.5164 0.5286 -1.1390 -0.001
H 4.2583 2.2405 -0.8178 0.002
H 2.4605 -1.0773 -0.5618 -0.005
H 0.4008 1.8676 1.5958 0.002
H 5.5202 1.4714 -3.3275 0.000
H 5.0668 1.9089 -5.6985 0.001
H 2.7291 2.2670 -6.4714 -0.002
H 1.3482 1.7614 -2.4249 0.005
H -3.8429 2.7727 -6.0734 -0.002
H -6.0975 2.6575 -5.0319 0.001
H -6.3227 2.0998 -2.6504 0.001
H -5.3704 1.2410 -0.6090 -0.001
H -4.1812 2.4767 -0.1957 0.001
H -2.1478 1.5095 1.0090 0.000
H -2.3368 -2.3645 -0.5585 0.000
H -2.0766 1.8072 -2.2679 0.007
C 1.0431 0.7148 4.5130 0.003
C 0.0569 -0.3915 4.5028 0.015
N -0.3787 -1.1226 3.4672 -0.011
C -1.3042 -2.0287 3.9730 0.007
C -1.4373 -1.8381 5.3044 0.006
N -0.5860 -0.8047 5.6001 0.012
C -2.2397 -2.4479 6.4150 0.000
O -3.0138 -3.4672 6.1181 0.000
O -2.1682 -1.9293 7.4925 0.001
C -1.8681 -3.0164 3.0489 0.042
O -2.7285 -3.8034 3.3187 0.035
O -1.3266 -2.8912 1.8254 0.186
H 1.5086 0.8289 3.5416 -0.002
H 1.8334 0.4945 5.2316 0.001
H 0.5597 1.6458 4.8124 0.002
H -0.4817 -0.4526 6.5467 -0.001
H -2.9494 -3.7539 5.1822 0.000
O 3.7160 -2.8957 1.7536 0.000
Cl 3.7417 -1.5749 2.4707 0.002
O 4.2366 -0.6443 1.5143 0.001
O 4.5142 -1.6460 3.6356 0.012
O 2.3494 -1.2693 2.7898 0.023
F 0.5107 -2.4122 -0.0930 0.205
Sb 2.7387 -4.6968 2.3811 0.003
F 2.5496 -4.8929 0.5394 0.001
F 4.4174 -5.4743 2.4041 0.000
F 1.7029 -6.1572 2.8456 0.002
F 2.8915 -4.0260 4.1132 0.002
F 1.1280 -3.5823 2.2767 0.052

Record 2
16
Properties=species:S:1:pos:R:3:nbo_charge:R:1 method="wB97M-V/def2-TZVPD" e_homo_ev=-18.296 e_above_lowest_kj_mol=0.0 charge=+2
Sn -32.7405 -13.5781 -14.8213 1.911
O -30.1054 -12.9724 -14.7327 -1.128
S -28.8886 -12.4136 -14.1047 2.403
O -29.0201 -11.4263 -13.1046 -0.835
O -28.0826 -13.6280 -13.5073 -0.687
C -28.0563 -14.9147 -14.1687 -0.085
C -28.9303 -15.8587 -13.3429 -0.615
C -27.7106 -11.8486 -15.2814 -0.894
H -27.0685 -15.3513 -14.2757 0.245
H -28.6130 -14.8237 -15.1014 0.179
H -28.6097 -16.0313 -12.3158 0.255
H -28.9846 -16.8509 -13.7922 0.245
H -29.9318 -15.4173 -13.2744 0.151
H -27.5739 -12.5891 -16.0666 0.265
H -26.7781 -11.6430 -14.7574 0.307
H -28.0176 -10.8788 -15.6751 0.283

Record 3
62
Properties=species:S:1:pos:R:3:nbo_charge:R:1 method="wB97M-V/def2-TZVPD" e_homo_ev=-8.505 e_above_lowest_kj_mol=0.0 smiles="Cc1ccc(O)c(C(=O)c2cc(C(=O)NCCC(C)C)c(=O)n(CCC(C)C)c2)c1"
C -2.0397 5.6981 0.0223 -0.627
C -0.8949 5.3511 0.9247 -0.056
C -0.5955 6.1245 2.0471 -0.142
C 0.4822 5.8279 2.8503 -0.276
C 1.2995 4.7312 2.5707 0.367
O 2.3529 4.5045 3.3615 -0.663
C 0.9715 3.8958 1.4780 -0.206
C 1.7715 2.6975 1.2387 0.561
O 2.8952 2.5483 1.7242 -0.607
C 1.2005 1.6159 0.4047 -0.261
C -0.1670 1.2719 0.3694 -0.058
C -0.6186 0.2436 -0.4087 -0.277
C -2.0982 -0.0210 -0.3730 0.658
O -2.8328 0.6683 0.3187 -0.658
N -2.5251 -1.0294 -1.1447 -0.610
C -3.9025 -1.4481 -1.1924 -0.233
C -4.1059 -2.8935 -0.7315 -0.395
C -3.8363 -3.1833 0.7543 -0.211
C -4.6019 -2.2329 1.6719 -0.619
C -2.3478 -3.1647 1.1009 -0.605
C 0.2944 -0.5467 -1.1996 0.696
O 0.0006 -1.4929 -1.9237 -0.671
N 1.6406 -0.1722 -1.0976 -0.380
C 2.6144 -0.9690 -1.8230 -0.224
C 3.1857 -2.0672 -0.9241 -0.401
C 4.3368 -2.8379 -1.5784 -0.211
C 3.8703 -3.6091 -2.8106 -0.608
C 4.9485 -3.7977 -0.5594 -0.598
C 2.0607 0.8370 -0.3265 0.153
C -0.1054 4.2511 0.6564 -0.166
H -2.6432 4.8157 -0.1817 0.225
H -2.6716 6.4589 0.4725 0.215
H -1.6695 6.0780 -0.9299 0.217
H -1.2100 6.9818 2.2804 0.212
H 0.7312 6.4399 3.7027 0.227
H 2.8574 3.7440 2.9901 0.513
H -0.8902 1.7939 0.9798 0.263
H -1.8334 -1.5630 -1.6620 0.434
H -4.4717 -0.7555 -0.5705 0.232
H -4.2598 -1.3617 -2.2261 0.194
H -3.4707 -3.5454 -1.3369 0.197
H -5.1451 -3.1536 -0.9470 0.208
H -4.2040 -4.2020 0.9344 0.195
H -4.5104 -2.5588 2.7057 0.208
H -4.2039 -1.2237 1.6013 0.222
H -5.6582 -2.2128 1.4116 0.203
H -1.9644 -2.1487 1.1138 0.202
H -2.1921 -3.5934 2.0890 0.206
H -1.7728 -3.7450 0.3822 0.204
H 2.0934 -1.4114 -2.6739 0.248
H 3.4124 -0.3133 -2.1784 0.202
H 2.3843 -2.7618 -0.6643 0.214
H 3.5458 -1.6078 0.0006 0.203
H 5.1067 -2.1196 -1.8840 0.191
H 3.0427 -4.2662 -2.5539 0.207
H 4.6826 -4.2177 -3.2009 0.212
H 3.5453 -2.9365 -3.5997 0.206
H 5.3054 -3.2585 0.3152 0.208
H 5.7879 -4.3325 -0.9969 0.210
H 4.2088 -4.5265 -0.2357 0.204
H 3.1235 1.0361 -0.3109 0.231
H -0.3099 3.6658 -0.2277 0.217